A 13-piece molecular cluster, C52H80O37 overall at a distorted geometry, computed with the ωB97M-V functional and the def2-TZVPD basis.

As for the lowest unoccupied orbital energy: -0.09 eV. The calculation puts the molar mass at 1297.2 g/mol.

XYZ file:
```
169
Properties=species:S:1:pos:R:3:forces:R:3:lowdin_charge:R:1
O -5.45540 27.66975 -6.05803 -2.2148 1.1974 -0.6185 0.130
O 0.20755 27.86102 0.52881 -4.0555 1.6798 -0.3128 0.107
O -9.99615 28.56099 -1.31803 -0.1803 0.0022 -1.4939 0.077
O -17.44310 27.32787 -4.02475 -1.4713 2.3111 -0.4119 0.080
O -6.51432 42.85496 -2.27449 -1.2458 -1.3660 -1.7372 0.119
O -6.51801 40.70014 -2.76919 -0.3108 -0.7452 -1.5346 0.097
O -7.27034 28.21108 -7.37483 0.0197 -0.2677 0.5846 0.064
O -12.38879 20.58496 -6.90351 1.1211 -0.5830 0.4565 0.065
O -5.42507 18.42840 -2.05059 0.8529 1.4336 0.7293 0.145
O -13.71408 36.46246 -3.18122 -0.7992 0.8912 -0.0961 0.111
O -16.19344 22.75922 4.56413 0.5933 0.7335 -1.0792 0.075
O -5.90106 22.99963 4.13137 -1.5478 -1.8881 1.5973 0.124
O -16.16177 25.65466 -3.91510 1.2652 -3.0607 -0.3405 0.118
O -7.14597 22.72418 6.01123 0.2940 -0.8163 -0.8824 0.066
O -9.21442 28.96209 0.61908 1.0091 0.4632 2.3814 0.063
O -6.26335 29.74968 -6.16334 1.4554 0.1808 0.7691 0.105
O -14.07692 23.43750 4.02367 -2.2725 -0.6717 1.9808 0.126
O -16.57131 29.76384 2.84619 -3.7860 -0.9751 0.7245 0.108
O -5.14086 20.67553 -2.25738 -0.6472 -0.9917 0.2470 0.063
O -2.08887 27.68818 0.15873 0.6264 -0.9459 -0.4233 0.054
O -8.99243 30.62165 -0.84697 -1.1504 -3.3161 -0.2274 0.103
O -14.36356 17.13804 4.76378 0.7560 -0.8168 -3.5359 0.108
O -3.49638 19.45341 -1.36988 -0.6993 0.0409 0.1369 0.079
O -18.32529 28.38172 2.54413 0.5733 -0.8487 -1.5396 0.106
O -15.32165 27.57420 -4.78090 -2.1992 -2.0036 1.5215 0.115
O -14.54998 16.23151 2.64311 -0.2274 -0.1589 0.6644 0.087
O -13.93032 19.88683 -5.40861 0.2923 0.1545 -0.6568 0.149
O -8.24066 41.94727 -3.44422 0.5228 0.4583 -0.2273 0.101
O -14.48068 21.08841 -7.22910 -0.2198 0.2654 -0.8637 0.072
O -13.15730 17.91207 3.03487 -0.0118 0.8230 -0.3591 0.093
O -12.83231 28.26023 9.57795 -0.0195 0.1048 0.6756 -0.141
O -1.26190 29.60457 0.68818 2.6290 1.3358 0.3721 0.076
O -14.56833 37.65609 -1.40744 0.0670 -3.5056 -2.9412 0.119
O -15.01403 35.36426 -1.69320 -0.1536 3.1473 0.0587 0.046
O -6.77582 20.93414 4.65415 0.8254 1.8462 0.0580 0.080
O -18.44923 29.86696 4.16399 1.5818 0.2524 -1.1975 0.091
O -14.74439 23.21485 6.19459 0.5649 0.8121 -1.1578 0.087
C -2.63915 29.83217 0.73842 -0.5820 -0.6639 -1.5448 -0.311
C -4.15436 21.61176 -1.93409 0.9772 0.6110 -0.3160 -0.123
C -1.65876 21.00862 -1.84152 0.3313 -0.5418 0.9005 -0.025
C -11.03173 29.13023 8.37907 -1.3153 -0.0357 -1.5172 -0.178
C -7.46595 39.76933 -3.36939 1.4786 -0.5281 1.3178 -0.313
C -9.59949 27.61747 0.77593 0.0832 -0.8077 -1.0492 -0.076
C -9.35867 29.46795 -0.59303 0.3947 2.4468 0.2881 -0.563
C -12.97495 34.66814 -4.49395 -0.1562 0.0010 -0.8119 -0.022
C -17.27595 24.20141 -2.41900 0.5078 0.3739 -1.0850 -0.012
C -10.21255 27.29792 -0.60294 -0.4699 0.4761 -0.8633 -0.260
C -20.76602 29.91374 4.54449 -0.6924 -1.2743 -0.1066 -0.004
C -0.93141 28.36148 0.45960 2.5190 -2.5926 0.0472 -0.515
C -7.85558 21.62608 6.58625 -0.7551 0.5811 0.2964 -0.101
C -18.31777 26.34110 -3.52408 -0.1412 -0.4333 0.6382 -0.101
C -14.04672 17.06760 3.56850 -1.1185 0.7028 3.8320 -0.526
C -8.59000 40.62291 -3.75121 -2.7273 0.4685 -0.7025 -0.133
C -7.32402 30.42339 -6.75094 -0.7512 1.2778 -0.0611 -0.364
C -19.53003 28.99544 4.32987 -1.8025 2.1213 2.2047 -0.336
C -14.28289 22.68783 -9.05515 -0.0593 -0.8461 0.3699 -0.015
C -13.63063 20.43755 -6.42950 -0.2551 0.3732 0.9042 -0.591
C -6.29612 28.46311 -6.44819 2.2250 -2.0413 -0.5588 -0.537
C -9.65608 26.18682 -1.48215 0.3045 0.1457 -0.0402 -0.025
C -12.35608 21.36817 -8.09800 0.3260 -0.7447 0.4035 -0.095
C -14.47492 36.64120 -2.11645 -0.4629 1.5677 5.0165 -0.442
C -13.26580 17.85968 1.62198 3.1715 -1.4785 -1.5996 -0.281
C -15.84785 22.66700 6.85312 -1.3081 -0.3682 0.9250 -0.317
C -6.89224 31.74613 -7.32144 0.2885 1.2664 0.8767 -0.021
C -16.21080 26.87864 -4.27823 1.5605 3.8176 -1.8366 -0.583
C -17.71993 29.38004 3.13310 5.2377 2.3133 0.2229 -0.530
C -13.94795 16.52197 1.40357 -0.4361 0.6435 -1.3714 -0.126
C -19.58088 28.20183 3.09492 -1.2741 -1.0688 -0.1544 -0.128
C -6.56177 22.27454 4.86157 1.8734 1.7068 -1.4984 -0.498
C -17.45636 25.12606 -3.68201 0.0254 -2.8055 2.5209 -0.288
C -3.11920 28.62044 -0.10437 -0.6612 1.0908 0.9102 -0.097
C -16.90130 22.49065 5.72672 -0.0521 -1.2676 1.5557 -0.114
C -12.52790 28.78667 8.28427 0.9035 -0.6507 -0.1271 -0.207
C -13.79839 21.33924 -8.51379 -0.9313 0.8082 0.7683 -0.282
C -4.77214 19.42110 -1.84836 0.0551 -0.6936 -1.3785 -0.513
C -7.04708 41.91479 -2.85314 1.9082 3.0014 3.0231 -0.567
C -2.85730 31.20039 0.10604 -0.5150 -0.3539 1.1051 -0.009
C -7.89512 29.44721 -7.74775 0.0018 -0.2141 0.6578 -0.082
C -14.93685 23.16272 4.85163 2.2227 0.7838 -1.5450 -0.506
C -14.56973 34.42647 -2.60516 0.5553 -1.3322 -0.0789 -0.170
C -7.72647 38.76138 -2.28157 -0.2425 -0.9780 -0.5944 -0.016
C -7.81323 20.55621 5.52442 -0.1047 -1.7196 0.9441 -0.333
C -16.38009 23.52637 8.01010 0.2190 -0.1860 0.1404 -0.020
C -10.49548 28.02422 9.23684 0.7668 0.0916 0.3346 -0.189
C -3.05253 20.81790 -1.24161 0.1795 -0.0331 0.1068 -0.304
C -11.81417 17.80806 0.94514 -0.6468 1.2900 0.7306 -0.011
C -7.52189 19.13985 6.06353 -0.3610 -0.6290 -0.7433 -0.018
C -14.15108 35.25721 -3.76616 0.7109 -1.6776 -1.5706 -0.363
C -11.63007 27.75341 10.21474 0.1941 0.1476 -0.3662 -0.184
H -3.68228 22.04076 -2.81795 -0.5901 0.1263 -0.3853 0.129
H -9.72351 25.20685 -1.00969 0.0636 0.0752 0.1472 0.089
H -14.67632 16.80031 0.64192 -0.5587 -0.9861 0.0862 0.133
H -4.57749 22.41182 -1.32666 0.0268 -0.1075 0.0326 0.136
H -7.69655 32.42937 -7.59410 -0.4531 -0.6406 -0.6430 0.089
H -1.33460 22.03584 -1.67462 -0.1306 0.1194 -0.3960 0.091
H -7.43247 21.35416 7.55328 0.2172 -0.0450 -0.1406 0.136
H -7.62658 29.66107 -8.78228 -0.3673 0.0315 0.0281 0.139
H -8.71032 20.61310 4.90791 -0.3097 -0.4336 0.2818 0.156
H -11.72245 26.69540 10.46005 -0.3034 -0.0953 -0.2491 0.111
H -17.81744 24.41745 -4.42740 0.4579 0.5098 -0.7932 0.151
H -2.21446 31.87944 0.66617 -0.1387 0.2936 -0.2716 0.088
H -8.01824 30.55782 -5.92144 -0.3842 0.3978 -0.1846 0.158
H -11.25053 18.73702 1.03147 -0.4172 0.4519 0.3552 0.070
H -11.84705 17.70320 -0.13930 -0.3600 -0.6143 0.0652 0.082
H -15.30628 33.65877 -2.84234 -0.3231 0.3301 -0.0217 0.145
H -10.22562 27.14412 8.65312 -0.2871 0.0051 -0.2090 0.112
H -6.90821 38.04216 -2.31707 -0.1585 -0.1638 0.3040 0.088
H -0.91823 20.40993 -1.31115 -0.1548 -0.0928 0.4361 0.080
H -11.13328 17.10796 1.42923 -0.5189 -0.5402 -0.1343 0.084
H -7.81168 39.15910 -1.27030 0.0948 0.4011 -0.2580 0.102
H -1.50396 20.65931 -2.86236 -0.6842 0.4509 -0.2425 0.091
H -13.21814 33.71302 -4.95945 -0.0984 -0.2112 0.3407 0.093
H -13.89965 18.59474 1.12595 0.2559 0.7178 0.8510 0.150
H -12.72861 28.01736 7.53863 0.1852 -0.3275 -0.1402 0.110
H -9.55833 28.35544 9.68421 -0.0802 -0.1658 0.4586 0.111
H -19.27291 28.41228 5.21413 -0.4583 -0.2402 0.0816 0.159
H -3.90029 31.49161 0.23030 0.0155 0.1738 -0.0386 0.088
H -20.73594 30.86682 4.01644 0.8246 0.1344 0.3943 0.095
H -2.61011 31.20538 -0.95556 0.1362 -0.1302 0.1501 0.092
H -4.09754 28.28078 0.23558 0.2483 -0.4294 0.1294 0.133
H -11.29616 27.18137 -0.58548 -0.0131 0.0838 0.3481 0.149
H -17.37082 23.19981 8.32616 -0.1219 -0.2555 -0.2843 0.082
H -16.47998 24.57843 7.74313 0.1666 -0.0206 -0.2172 0.091
H -15.37101 22.71039 -8.99512 0.0290 0.0229 -0.5709 0.086
H -16.71216 24.71833 -1.64244 -0.7730 0.3128 0.3680 0.089
H -9.50387 40.40601 -3.19812 -0.0639 -0.1654 0.0711 0.141
H -10.58864 29.07375 7.38481 0.1245 0.4640 -0.0007 0.113
H -8.95341 29.45357 -7.48686 -0.1670 -0.6160 -0.9845 0.138
H -18.20464 23.70080 -2.14512 0.0009 0.3945 0.3715 0.084
H -8.72013 26.99458 0.93975 0.1485 0.0962 0.1109 0.132
H -3.22913 28.86670 -1.16049 0.4360 -0.0871 -0.1514 0.132
H -13.71106 33.88397 -2.20960 0.2257 0.0046 0.2650 0.136
H -11.01012 30.14588 8.77417 0.6526 -0.1409 0.2465 0.117
H -11.39249 28.24429 11.15851 -0.5881 0.4273 0.0679 0.111
H -20.36604 28.59030 2.44630 0.0656 -0.2680 -0.3451 0.139
H -8.83428 40.53885 -4.81015 0.0454 0.1475 -0.0454 0.139
H -3.09004 21.09319 -0.18761 0.4766 -0.3075 0.1499 0.151
H -6.12302 31.70567 -8.09264 -0.2215 -0.2864 -0.0999 0.095
H -8.66695 38.25967 -2.50934 0.0298 -0.3439 0.0455 0.087
H -8.89123 21.93866 6.71968 0.0560 0.0562 0.2971 0.135
H -13.86907 22.84607 -10.05103 -0.3686 0.0597 -0.0927 0.090
H -15.78735 23.45480 8.92205 0.3297 0.0547 -0.2211 0.081
H -21.03289 29.99736 5.59801 0.1651 0.3978 -0.1305 0.081
H -12.14811 34.55544 -3.79271 0.0929 0.0073 -0.2377 0.097
H -16.57092 23.40833 -2.66811 -0.1291 -0.1587 -0.4452 0.079
H -8.18623 18.72713 6.82275 -0.4742 0.6120 -0.0058 0.083
H -10.19790 26.12889 -2.42617 -0.3021 0.1051 0.1612 0.085
H -2.88219 29.66519 1.78778 -0.6776 0.6195 0.0148 0.162
H -11.67206 20.85574 -8.77450 -0.1028 0.2113 -0.1370 0.140
H -15.48758 21.69676 7.19505 -0.3870 -0.1096 0.3183 0.153
H -13.93852 23.49388 -8.40724 0.1748 -0.1113 0.0580 0.087
H -10.27577 27.48032 1.61968 -0.0732 0.2853 -0.1659 0.136
H -18.60693 26.50088 -2.48535 0.5594 0.4154 0.2632 0.132
H -17.21828 21.44893 5.67723 -0.1244 -0.0237 0.0612 0.134
H -19.29006 26.26394 -4.01070 0.3630 0.3231 -0.7804 0.136
H -14.03970 20.43381 -9.07061 0.0347 0.3866 -0.6395 0.159
H -12.72164 35.29787 -5.34682 0.3484 0.2061 0.2056 0.086
H -7.08922 39.32425 -4.29030 0.6584 -0.1853 0.3467 0.155
H -8.63125 26.39334 -1.79065 0.1959 -0.0540 0.3804 0.090
H -7.61682 18.45010 5.22488 0.0274 -0.0623 -0.0954 0.080
H -13.13103 29.63003 7.94802 -0.2432 0.1666 0.8185 0.116
H -17.79827 23.08281 5.90808 0.2011 0.4970 -0.4886 0.129
H -15.00679 35.39091 -4.42796 0.0044 0.5566 -0.1237 0.162
H -19.71890 27.14768 3.33541 -0.2210 -0.0095 -0.3899 0.147
H -6.53024 18.94376 6.47127 0.2388 0.7977 -0.1346 0.088
H -13.33309 15.70633 1.02307 0.1191 -0.0014 0.4145 0.137
H -11.98662 22.36760 -7.86835 -0.0540 0.0158 0.0266 0.136
H -21.63141 29.48099 4.04258 -0.2114 -0.5377 0.2307 0.072
H -6.49783 32.36607 -6.51633 0.5609 -0.2920 0.2699 0.085
```
Positions in Å, forces in eV/Å.